Arrangement a

Here is one molecule with the formula N2 from the Open Molecules 2025 dataset. Energies are from ωB97M-V/def2-TZVPD.

Geometry (Å):
N  0.0000  0.0000  -0.5289
N  0.0000  0.0000  0.5289

Output
**Gap between HOMO and LUMO**: 17.293 eV
**E_HOMO**: -14.870 eV
**SMILES**: N#N
**M**: 28.0 g mol⁻¹

---

Arrangement b

Here is one molecule with the formula N2 from the Open Molecules 2025 dataset. Energies are from ωB97M-V/def2-TZVPD.

Geometry (Å):
N  0.0000  0.0000  0.5394
N  0.0000  0.0000  -0.5394

Output
**Gap between HOMO and LUMO**: 17.002 eV
**E_HOMO**: -14.835 eV
**SMILES**: N#N
**M**: 28.0 g mol⁻¹

---

Stability, lowest: arrangement a

---

Arrangement a

Here is C48H46BrF12N5O3SnTe as an isolated structure from the Open Molecules 2025 dataset. Energies are from ωB97M-V/def2-TZVPD.

Geometry (Å):
Te  -0.9248  -1.2516  0.8359
Sn  -2.3056  2.3494  0.2823
Br  -2.0283  4.9665  -1.6782
F  1.7920  2.1484  0.0293
F  -4.9694  -2.6491  1.7156
F  -6.1930  -0.8821  2.0563
F  0.6827  3.9582  0.4076
F  -5.0348  0.8084  3.6845
F  -5.1050  -1.1541  0.1681
F  0.7258  3.9966  3.6493
F  2.5795  3.6164  1.4043
F  -1.0865  4.0030  2.5286
F  -0.7295  2.4218  4.0452
F  -4.9964  1.4788  1.6506
F  -3.2723  1.7512  2.9377
O  -0.5625  1.7695  1.1747
O  -2.9380  -0.2202  0.9941
O  -1.4709  1.8719  -1.5579
N  4.7096  0.4106  -2.0159
N  5.1104  -1.4239  -0.5384
N  3.0908  -0.6927  0.6630
N  -0.7839  -0.6159  2.7313
N  6.6466  -0.8075  -2.1156
C  -2.9161  -5.1279  1.4607
C  -0.8638  2.4851  -2.5729
C  -2.1893  -2.9285  0.7563
C  1.9691  5.6417  -5.4968
C  0.6236  -2.7717  1.1877
C  0.2960  3.8731  -4.8623
C  -0.3601  4.5377  -3.8598
C  1.7887  -4.4993  2.3636
C  -3.2916  -4.3723  -0.7876
C  2.6706  -0.8253  4.2248
C  -1.4828  -0.4455  -3.3461
C  1.3361  -1.0410  3.9516
C  0.8255  -3.5070  2.3548
C  1.5755  3.7593  -7.0493
C  4.0296  -0.9943  0.0899
C  5.4635  -0.6393  -1.5304
C  0.5141  -0.1900  3.1584
C  3.2639  0.3330  3.7944
C  -0.8882  3.8675  -2.7611
C  -0.2044  1.6962  -3.6779
C  2.1769  -4.2318  0.0646
C  4.7066  0.5747  4.1133
C  0.4530  -0.5082  -4.9166
C  -2.6828  -3.1499  -0.5351
C  -3.5176  -2.1626  5.4817
C  -2.2999  -3.9139  1.7378
C  2.4136  -4.8959  1.2165
C  -1.7451  -1.0577  3.6468
C  2.4230  1.2353  3.1692
C  -3.7675  -0.4683  2.0896
C  -3.0983  -1.1686  3.3069
C  1.4123  2.9782  0.9851
C  -0.1730  5.5116  -6.5590
C  -1.3523  -1.3171  4.9034
C  -4.2776  0.8967  2.5899
C  -0.1558  3.1855  3.0572
C  -3.9536  -1.7483  4.1991
C  0.3429  2.4306  -4.7597
C  0.8974  -0.1442  -2.4769
C  -0.0950  0.1970  -3.5817
C  -2.2375  -1.9132  5.8262
C  -3.3815  -5.3795  0.1849
C  -4.4815  -2.8643  6.3753
C  1.2576  -3.1930  0.0380
C  0.4579  2.2107  1.9959
C  -4.9503  -1.3116  1.5062
C  1.1157  1.0253  2.8221
C  0.9117  4.6589  -6.0192
H  1.0945  -2.7542  -0.9415
H  2.6868  5.0451  -4.9211
H  0.7577  -1.2546  -2.2619
H  0.2337  6.2723  -7.2653
H  0.7898  1.8692  -5.5796
H  -2.8225  -5.8457  2.3274
H  -0.4027  5.6359  -4.0069
H  -4.0210  -3.7228  6.7149
H  2.1326  4.4278  -7.6747
H  5.0192  0.9651  5.0677
H  -2.2594  -0.2565  -4.1002
H  1.4377  6.3567  -4.9124
H  -0.8030  5.9690  -5.7958
H  1.3289  -0.0142  -5.3640
H  -1.9447  -0.1820  -2.3626
H  3.0720  -5.7067  1.3086
H  -2.0182  -2.0710  6.8511
H  -3.7390  -6.3241  -0.1348
H  2.4377  6.1252  -6.3442
H  0.6669  0.5119  -1.6075
H  -4.9933  -1.8580  3.9564
H  -2.5756  -2.3857  -1.2091
H  7.2886  -1.5188  -1.8884
H  0.7502  3.2764  -7.5696
H  0.2941  -3.3053  3.2930
H  -0.8264  4.8990  -7.2060
H  0.7139  -1.5084  -4.6165
H  3.1700  -1.5390  4.9021
H  -5.4643  -3.0146  6.0205
H  4.9975  0.9614  -2.7897
H  1.9690  -5.0515  3.2270
H  1.9425  0.0403  -2.8160
H  2.8853  2.1520  2.7971
H  3.7360  0.4614  -1.7972
H  -4.5882  -2.2629  7.3470
H  -0.3780  -0.5310  -5.6466
H  2.6102  -4.6537  -0.8632
H  -3.6064  -4.6247  -1.8008
H  5.0601  1.2328  3.3370
H  -0.3521  -1.1665  5.1596
H  5.2567  -0.4003  4.0082
H  -1.7892  -3.7783  2.7032
H  2.2824  3.0187  -6.6302
H  -1.2997  -1.5520  -3.2670
H  0.9393  -1.8974  4.3355
H  6.8344  -0.2211  -2.8951

Output
**Gap between HOMO and LUMO**: 7.876 eV
**E_HOMO**: -7.749 eV
**M**: 1295.1 g mol⁻¹

---

Arrangement b

Here is C48H46BrF12N5O3SnTe as an isolated structure from the Open Molecules 2025 dataset. Energies are from ωB97M-V/def2-TZVPD.

Geometry (Å):
Te  9.3505  14.1737  19.6296
Sn  11.8845  9.4612  18.4376
Br  13.2004  10.5506  15.6739
F  14.3257  6.8761  15.8687
F  12.0658  12.6420  21.2939
F  11.8782  6.2179  15.4175
F  12.7724  4.5380  16.5069
F  15.0531  5.7253  17.4325
F  13.8664  13.7297  21.0935
F  15.7012  12.5414  19.5141
F  10.8805  5.3440  17.0349
F  12.5329  13.8170  19.5050
F  15.3261  10.6294  18.5624
F  14.4424  12.4641  17.7838
F  14.8705  7.8412  17.7732
O  10.5852  10.2655  17.1984
O  12.0685  7.8224  17.3883
O  12.4232  11.2822  19.0143
N  8.7524  6.4265  20.6473
N  13.0932  8.4390  19.8025
N  10.4142  9.1730  19.9691
N  6.7159  7.0526  21.3223
N  8.2136  8.7546  20.9036
C  9.0460  9.9837  11.0480
C  9.6279  13.4925  16.5975
C  8.2096  14.5647  14.9423
C  15.1366  8.8898  22.8581
C  15.2223  10.2351  22.9366
C  11.3467  8.9261  10.9565
C  11.4325  9.6075  13.7620
C  10.4321  9.9529  15.8883
C  14.5638  11.0808  22.0116
C  11.5273  9.9567  15.0611
C  9.1243  9.6444  15.3906
C  10.1335  9.3256  13.1969
C  7.9375  7.4023  20.9941
C  6.4050  15.1448  19.8689
C  14.2735  6.7381  17.1808
C  7.7805  15.5055  15.8705
C  5.2329  12.7360  19.3100
C  16.0139  10.8386  24.1219
C  9.1638  13.5593  15.2936
C  12.1393  6.8484  21.3651
C  8.2890  15.4590  17.1780
C  13.5012  11.6172  19.8051
C  12.6076  7.1739  20.0528
C  5.0493  15.0788  19.7745
C  12.0591  4.9281  19.4227
C  8.2701  8.2528  17.2138
C  6.6951  8.9324  15.4927
C  12.7161  6.6322  17.6328
C  12.0813  5.6809  16.6159
C  9.4008  7.5663  11.5823
C  14.7536  11.8160  18.8953
C  13.9148  10.6117  20.9228
C  13.0237  12.9708  20.4041
C  9.2048  14.4483  17.5021
C  10.9443  3.2169  20.9104
C  7.9363  9.4038  16.2687
C  11.5264  5.6169  21.6194
C  9.9963  9.0123  11.7467
C  14.4254  8.3599  21.7858
C  9.3698  8.9971  20.4057
C  4.4085  13.8545  19.4228
C  13.8341  9.1683  20.8091
C  7.2291  14.0521  19.6557
C  11.5079  4.5885  20.6436
C  9.0139  9.5162  14.0086
C  6.6184  12.8459  19.4760
C  7.5013  10.6818  16.9380
C  12.5220  6.1727  19.0990
H  9.4173  7.3304  10.5391
H  7.4717  8.1526  17.9716
H  6.0081  8.4712  16.2205
H  11.3374  5.4860  22.6944
H  6.4434  6.0683  21.3758
H  14.7352  12.1836  22.1855
H  12.3070  9.5649  13.0872
H  12.0406  8.2982  11.5411
H  10.3338  3.1634  21.8607
H  10.3249  12.7249  16.9210
H  7.1167  11.9041  19.3435
H  15.3932  11.4831  24.7057
H  8.2510  10.8217  17.7850
H  3.3217  13.8162  19.2322
H  5.9778  7.7631  21.3617
H  8.3759  5.5129  20.5203
H  11.1466  8.4240  10.0023
H  15.7453  8.2945  23.4437
H  8.5040  7.3807  16.6399
H  8.0305  9.9067  11.4310
H  8.8042  9.7060  10.0250
H  4.5162  15.9723  19.9732
H  8.0717  9.4811  13.5596
H  7.5236  11.5595  16.2817
H  7.8068  14.6450  13.9403
H  9.7180  6.5564  20.4577
H  16.8901  11.4522  23.8038
H  14.2937  7.3030  21.7250
H  12.0131  4.1428  18.7183
H  7.0527  16.2410  15.5541
H  16.4252  10.0328  24.7045
H  12.2735  7.5918  22.1258
H  9.5586  12.9006  14.4760
H  11.8360  2.5767  21.0911
H  8.3951  7.3756  11.9955
H  10.3030  2.8592  20.1189
H  4.7616  11.7749  19.0728
H  9.1813  8.5514  17.7086
H  9.3442  11.0027  11.0462
H  8.0546  16.2612  17.8746
H  6.1911  9.7779  15.0801
H  11.6843  9.9607  10.8795
H  6.7978  16.0554  20.1886
H  6.8871  8.2530  14.6578
H  10.0853  6.9200  12.0900
H  6.4983  10.6586  17.3763

Output
**Gap between HOMO and LUMO**: 7.038 eV
**E_HOMO**: -7.408 eV
**M**: 1295.1 g mol⁻¹

---

Stability, lowest: arrangement a

---

Arrangement a

Here is a 2-piece molecular cluster, C3H4ClNO2S overall from the Open Molecules 2025 dataset. Energies are from ωB97M-V/def2-TZVPD.

Geometry (Å):
Cl  -0.0844  -3.2766  1.2731
S  0.2220  0.2905  0.4895
O  0.8589  0.9262  1.6225
O  -2.0756  0.8579  -0.1662
N  1.5973  -1.9980  -0.3390
C  0.4271  1.3994  -1.0927
C  0.8591  -2.5409  0.3207
C  -1.5026  0.3320  0.7259
H  1.5274  1.4398  -1.2027
H  -0.1966  2.3339  -1.0223
H  0.2972  0.7290  -1.8735
H  -1.9296  -0.4932  1.2647

Output
**Gap between HOMO and LUMO**: 8.510 eV
**E_HOMO**: -8.630 eV
**M**: 153.6 g mol⁻¹

---

Arrangement b

Here is C3H4ClNO2S as an isolated structure from the Open Molecules 2025 dataset. Energies are from ωB97M-V/def2-TZVPD.

Geometry (Å):
Cl  0.7054  -2.5034  -1.9640
S  1.9378  -1.6226  -0.4498
O  -1.9989  -0.7461  1.5579
O  2.0768  -0.2185  -0.9396
N  0.1657  1.1832  0.1634
C  -1.1639  -0.1343  0.9252
C  0.1313  0.4047  1.2833
C  -0.9917  0.5571  -0.4115
H  -0.7916  -0.2156  -1.0623
H  0.5298  0.7094  2.1625
H  1.0293  1.3514  -0.4570
H  -1.6299  1.2350  -0.8082

Output
**Gap between HOMO and LUMO (spin up / spin down)**: 5.632 / 5.628 eV
**E_HOMO (spin up / spin down)**: -7.913 / -7.911 eV
**M**: 153.6 g mol⁻¹

---

Stability, lowest: arrangement a

---

Arrangement a

Here is C19H15Co2N2O6 as an isolated structure from the Open Molecules 2025 dataset. Energies are from ωB97M-V/def2-TZVPD.

Geometry (Å):
Co  -1.3101  -2.1392  3.8173
Co  -2.7196  0.2610  2.7138
O  -4.3675  -0.8400  0.5756
O  1.4405  -2.8043  3.1751
O  -3.5750  3.0485  2.2476
O  -2.6589  -3.5967  1.6840
O  -2.0044  -2.8983  6.5577
O  -4.5129  -0.3657  4.9415
N  0.8483  -0.5113  -2.4746
N  0.8504  1.6925  -2.5185
C  4.5684  -0.1104  -2.4261
C  2.1853  1.2913  -2.5553
C  0.3790  -1.8449  -2.2225
C  0.3786  3.0412  -2.3707
C  -3.6839  -0.4544  1.4230
C  0.0278  0.5929  -2.4246
C  4.5675  1.2975  -2.4420
C  -1.3331  0.6084  -2.1866
C  -3.1984  1.9730  2.4432
C  -0.3377  0.4299  0.9028
C  -3.7883  -0.1052  4.0840
C  3.3691  -0.8398  -2.4321
C  3.3675  2.0251  -2.4728
C  2.1852  -0.1113  -2.5289
C  -1.0876  0.1991  1.9932
C  0.3446  -2.6023  3.4972
C  -1.7248  -2.5916  5.4750
C  -2.1395  -3.0414  2.5586
C  -1.0882  -0.1944  3.3329
H  -0.2774  3.3205  -3.2060
H  0.6955  0.0744  0.8172
H  -0.3287  -2.1549  -3.0004
H  5.5197  1.8263  -2.4266
H  -1.8392  -0.3403  -2.0618
H  -0.7822  0.9724  0.0708
H  1.2518  3.6960  -2.3639
H  3.3157  3.1176  -2.4372
H  -0.1229  -1.9362  -1.2469
H  3.3224  -1.9315  -2.3721
H  5.5236  -0.6345  -2.4043
H  -1.8289  1.5711  -2.1602
H  1.2488  -2.5038  -2.2420
H  -0.1843  3.1822  -1.4355
H  -0.4958  0.3315  4.1011

Output
**Charge**: -1
**Gap between HOMO and LUMO**: 6.786 eV
**E_HOMO**: -4.120 eV
**M**: 485.2 g mol⁻¹

---

Arrangement b

Here is C19H15Co2N2O6 as an isolated structure from the Open Molecules 2025 dataset. Energies are from ωB97M-V/def2-TZVPD.

Geometry (Å):
Co  2.9688  3.1445  0.9532
Co  3.6596  0.7813  -0.4022
O  5.0386  4.9263  1.9430
O  0.7969  3.9679  2.6833
O  4.8449  -1.8362  -1.0730
O  6.0428  2.4321  -0.5967
O  1.9009  4.1971  -1.5527
O  2.3355  1.4364  -2.9375
N  -2.4784  -0.3495  -0.9429
N  -1.8756  -2.4643  -0.7094
C  0.9103  -0.3632  -0.0468
C  2.3522  3.7738  -0.5708
C  -0.2515  -0.9371  -1.8086
C  1.7100  3.6996  2.0143
C  -3.3166  -2.9913  1.3007
C  -3.2852  -0.8876  0.0623
C  -2.9105  -2.2294  0.2077
C  4.3845  -0.8396  -0.7011
C  -4.1638  -2.3556  2.2332
C  2.9394  1.2040  -1.9669
C  -2.3213  1.0562  -1.2326
C  2.7475  1.1318  1.1133
C  -1.5148  -1.2662  -1.2903
C  -4.5403  -1.0100  2.0789
C  2.0238  0.3714  0.1913
C  -1.0564  -3.6595  -0.7569
C  5.0567  1.8929  -0.2983
C  -4.0824  -0.2463  0.9974
C  4.2324  4.2069  1.5292
H  -3.1435  1.5886  -0.7609
H  -1.0697  -4.0855  -1.7695
H  2.9993  0.8068  2.1431
H  -4.5319  -2.9269  3.0874
H  -1.3606  1.4299  -0.8570
H  -0.0181  -3.4308  -0.4787
H  -5.2002  -0.5635  2.8181
H  -0.0433  -0.1506  0.5053
H  -2.3607  1.2169  -2.3137
H  -4.3235  0.8063  0.8529
H  0.3596  -1.7655  -2.1664
H  -1.4756  -4.3879  -0.0581
H  -2.9780  -4.0333  1.3881
H  1.0790  -1.3438  -0.5890
H  -0.0806  0.0526  -2.2227

Output
**Charge**: -1
**Gap between HOMO and LUMO**: 5.834 eV
**E_HOMO**: -3.123 eV
**M**: 485.2 g mol⁻¹

---

Stability, lowest: arrangement b

---

Arrangement a

Here is a 2-piece molecular cluster, C3H10NO overall from the Open Molecules 2025 dataset. Energies are from ωB97M-V/def2-TZVPD.

Geometry (Å):
O  3.3149  0.3566  0.1518
N  -0.0856  -0.6790  -0.4769
C  1.2252  -0.2241  -0.7839
C  -3.2556  0.2630  0.3163
C  2.0093  -0.0647  0.5144
H  3.8607  0.5280  0.9243
H  -3.3537  0.1524  1.3940
H  -3.3908  1.3248  0.1015
H  2.0295  -1.0263  1.0257
H  1.2224  0.7560  -1.2787
H  1.7721  -0.9020  -1.4478
H  -2.2625  -0.0621  0.0245
H  -0.5880  -0.8288  -1.3568
H  -4.0163  -0.2938  -0.2249
H  1.5182  0.7000  1.1165

Output
**⟨S²⟩**: 0.75
**Spin multiplicity**: 2
**Gap between HOMO and LUMO (spin up / spin down)**: 11.076 / 9.892 eV
**E_HOMO (spin up / spin down)**: -10.107 / -10.320 eV
**M**: 76.1 g mol⁻¹

---

Arrangement b

Here is a 2-piece molecular cluster, C3H10NO overall from the Open Molecules 2025 dataset. Energies are from ωB97M-V/def2-TZVPD.

Geometry (Å):
O  2.7515  1.9148  -0.0088
N  0.3673  -0.7558  0.2706
C  -3.1629  -1.0987  -0.0965
C  1.6685  -0.1306  0.3657
C  1.5296  1.2610  -0.2644
H  -3.4645  -1.4285  -1.0547
H  2.6971  2.8281  -0.3174
H  1.3112  1.1539  -1.3257
H  -2.1140  -0.8146  -0.0506
H  -3.2894  -1.9265  0.6011
H  2.4102  -0.6979  -0.2029
H  0.4657  -1.7705  0.2674
H  1.9578  0.0040  1.4037
H  0.6629  1.7374  0.2024
H  -3.7908  -0.2760  0.2099

Output
**⟨S²⟩**: 0.75
**Spin multiplicity**: 2
**Gap between HOMO and LUMO (spin up / spin down)**: 11.171 / 9.782 eV
**E_HOMO (spin up / spin down)**: -10.214 / -10.193 eV
**M**: 76.1 g mol⁻¹

---

Stability, lowest: arrangement b

---

Arrangement a

Here is C7H13ClNO as an isolated structure from the Open Molecules 2025 dataset. Energies are from ωB97M-V/def2-TZVPD.

Geometry (Å):
Cl  -1.7962  0.9477  2.2180
O  1.3244  0.5191  1.3015
N  1.5534  1.9932  -0.7845
C  -1.9553  -0.7453  -0.1639
C  0.2005  1.6252  -0.4863
C  0.2669  0.2954  0.3098
C  -1.0864  -0.1890  1.1169
C  -0.7834  -1.5845  1.4811
C  -0.8407  -1.8302  -0.0872
C  0.4134  -0.9859  -0.4632
H  2.0932  2.0565  0.0769
H  -0.8482  -2.7352  -0.6128
H  -2.8977  -1.1186  -0.0186
H  1.6023  2.8559  -1.3691
H  1.4365  -1.4116  -0.0917
H  1.9580  1.1861  -1.2907
H  -0.4081  1.6132  -1.3748
H  -1.5389  -2.2104  1.8833
H  -1.9033  -0.1291  -1.0156
H  0.1622  -1.6283  2.1573
H  1.0672  0.1242  2.1044
H  0.5013  -0.8743  -1.5463
H  -0.2065  2.5523  0.1804

Output
**Charge**: +1
**Gap between HOMO and LUMO**: 10.105 eV
**E_HOMO**: -13.645 eV
**M**: 162.6 g mol⁻¹

---

Arrangement b

Here is an isolated ion of composition C7H13ClNO and charge +1 from the Open Molecules 2025 dataset. Energies are from ωB97M-V/def2-TZVPD.

Geometry (Å):
Cl  3.8659  0.5759  -1.6254
O  4.0894  -0.9506  0.6725
N  0.6475  0.1611  -0.1939
C  -0.2826  1.3291  0.0340
C  -1.8288  1.1070  -0.4574
C  3.2848  -0.0637  0.0343
C  -1.4198  -1.4949  -0.4670
C  1.8557  0.4053  0.7361
C  0.0923  -1.1959  0.1653
C  -2.3935  -0.3172  0.2140
H  -1.8032  -2.5734  -0.2210
H  -1.4232  -1.2419  -1.6285
H  0.0066  -1.4187  1.3105
H  -1.9029  0.9660  -1.6181
H  -3.5322  -0.4972  0.0156
H  1.7764  -0.2210  1.7409
H  1.0327  0.1972  -1.1635
H  -2.0919  -0.2931  1.3523
H  -0.2785  1.7373  1.1483
H  0.1487  2.2272  -0.6237
H  1.8964  1.5421  1.0922
H  -2.5398  2.0174  -0.1591
H  0.8001  -1.9981  -0.3584

Output
**Charge**: +1
**Gap between HOMO and LUMO**: 10.403 eV
**E_HOMO**: -14.760 eV
**SMILES**: O=C(Cl)C[NH+]1CCCCC1
**M**: 162.6 g mol⁻¹

---

Stability, lowest: arrangement b